Density functional theory data (ωB97M-V/def2-TZVPD) for C27H72FLiO9 as an isolated structure.

Geometry as ORCA input:
```
! RIJCOSX wB97M-V def2-TZVPD def2/J DEFGRID3
* xyz 0 1
F -0.32 -1.65 -0.37
O 1.05 1.44 0.73
O -2.41 -1.81 1.22
O 1.96 -3.05 0.57
O -2.18 0.86 0.22
O -2.13 -0.82 4.52
O -0.13 0.68 -2.54
O 2.25 7.85 -1.05
O 3.58 0.78 -0.06
O -1.37 -1.72 -2.94
C 2.69 6.63 -3.03
C -3.10 -3.03 1.20
C -3.47 1.29 0.04
C -4.24 1.25 1.36
C -0.35 1.81 2.53
C -2.07 -4.18 1.42
C 1.06 1.54 2.10
C 1.90 -0.59 -2.98
C -1.23 -1.09 5.56
C -2.72 -3.73 -3.02
C -0.64 -2.48 5.40
C 5.78 1.80 -0.36
C 4.34 1.72 -0.85
C -2.96 -1.75 -4.62
C 2.47 -3.96 -0.41
C 1.20 0.80 -3.06
C -3.18 2.58 -0.64
C -2.04 -0.85 6.86
C 1.56 0.27 2.71
C -2.68 -2.20 -3.15
C 1.26 -4.26 -1.27
C 2.26 6.55 -1.55
C 3.09 -5.23 0.20
C 3.64 3.09 -0.74
C -4.18 -3.04 2.31
C 0.87 6.03 -1.39
C 0.96 1.23 -4.48
Li -0.39 0.42 -0.63
H 6.30 0.88 -0.63
H 0.27 -2.47 4.80
H -3.69 -2.98 0.28
H 3.76 6.81 -3.10
H -4.10 3.16 -0.68
H -2.70 -1.69 7.07
H 1.12 -1.35 -3.09
H -2.39 0.05 0.69
H 0.37 -4.24 -0.64
H 3.02 3.38 0.11
H 1.74 7.83 -0.24
H -3.97 0.59 -0.63
H 2.58 -0.74 -3.82
H 2.50 -0.09 2.29
H 3.02 6.00 -0.99
H -0.33 -0.50 5.35
H 1.90 1.32 -5.01
H -2.82 2.37 -1.65
H -1.54 -4.53 0.53
H -0.52 -0.05 -3.03
H -2.31 -2.10 -5.42
H -3.42 -1.64 -2.57
H -1.64 -1.94 0.65
H -0.96 0.93 2.72
H -0.93 -2.04 -2.15
H -3.53 -4.20 -3.59
H -0.34 2.45 3.41
H -1.39 -4.02 2.25
H 0.89 -0.56 2.48
H 3.27 -5.99 -0.56
H 2.58 -5.54 1.11
H 3.95 -0.10 0.10
H 0.64 5.09 -1.87
H -2.67 0.03 6.69
H -3.61 1.27 2.25
H 2.93 3.36 -1.51
H -0.91 2.29 1.73
H 1.76 1.54 -2.50
H -1.22 -3.31 4.99
H 2.48 5.68 -3.53
H -4.84 2.16 1.41
H 0.08 6.68 -1.76
H -1.72 -1.07 3.69
H 2.06 7.34 -3.56
H 1.73 2.34 2.41
H 3.16 -3.47 -1.10
H -3.99 -2.01 -4.86
H 0.67 5.93 -0.32
H -2.49 3.22 -0.08
H 1.16 -3.50 -2.04
H -4.91 -2.27 2.06
H 6.29 2.72 -0.63
H -4.75 -3.96 2.24
H -0.39 -2.86 6.39
H 0.58 2.25 -4.48
H 4.35 3.91 -0.80
H -4.87 0.36 1.42
H -2.55 -5.16 1.52
H -3.84 -2.95 3.34
H 2.44 -0.82 -2.07
H -2.94 -0.67 -4.70
H 5.77 1.75 0.73
H -1.33 -0.64 7.67
H -3.02 -3.90 -1.99
H 1.19 -2.58 0.24
H 4.11 -5.02 0.53
H 1.62 0.26 3.80
H 1.97 1.20 0.58
H -1.76 -4.17 -3.26
H 4.35 1.43 -1.90
H 1.50 -5.26 -1.64
H 0.16 0.63 -4.92
*
```

Output
Lowest unoccupied orbital energy (eV): 0.43
Gap between HOMO and LUMO (eV): 9.83
E_HOMO (Eh): -0.3457
Max |F| (hartree/bohr): 0.0602
Total energy (Ha): -1856.491222

Results of the Mulliken charge analysis, in e, for atoms 1 through 8: number 1, F, carries -0.29; number 2, O, carries 0.30; number 3, O, carries -0.17; number 4, O, carries -0.61; number 5, O, carries 0.38; number 6, O, carries -0.44; number 7, O, carries -0.04; number 8, O, carries -0.57